(1)
25
Properties=species:S:1:pos:R:3:mulliken_charge:R:1 method="wB97M-V/def2-TZVPD" de_lowest_ev=0.868 e_tot_ev=-89431.354 total_charge=0 orbital_gap_ha="0.3536 / 0.2572"
C 1.151 -2.296 -0.569 -0.508
C 0.019 -2.042 -1.326 -0.588
C 1.263 -1.769 0.706 -0.520
C -1.002 -1.262 -0.813 -0.067
C 0.246 -0.995 1.237 -0.376
C -0.882 -0.755 0.470 0.347
C -4.878 -1.561 -0.016 0.746
C 2.109 2.829 0.031 -0.417
C 3.187 1.969 -0.439 -0.821
C -1.848 1.333 0.977 0.318
O -5.476 -0.813 0.610 -0.360
O -1.951 0.018 0.980 -0.302
O -4.289 -2.313 -0.649 -0.370
F -0.659 1.808 1.448 -0.146
Br -2.180 2.210 -0.732 -0.163
H 1.945 -2.905 -0.975 0.416
H -0.076 -2.450 -2.321 0.374
H 2.147 -1.963 1.296 0.392
H -1.886 -1.051 -1.394 0.370
H 0.324 -0.585 2.232 0.421
H 1.238 2.784 -0.617 0.127
H 1.825 2.589 1.057 0.163
H 2.443 3.875 0.057 0.321
H 4.002 1.708 0.211 0.322
H 3.226 1.635 -1.460 0.320



(2)
23
Properties=species:S:1:pos:R:3:mulliken_charge:R:1 method="wB97M-V/def2-TZVPD" spin_multiplicity=4 e_tot_ev=-64000.138 total_charge=-1 orbital_gap_ha="0.2322 / 0.2542"
C 0.964 -1.183 2.018 -0.596
C 1.022 -1.724 0.712 -0.328
C -0.316 -1.850 0.200 -0.847
H 1.915 -2.114 0.233 0.427
C -1.215 -1.402 1.230 -0.640
C -0.427 -0.943 2.317 -0.084
H -0.797 -0.515 3.250 0.307
H 1.784 -1.030 2.693 0.439
H -0.616 -2.285 -0.769 0.534
H -2.289 -1.450 1.177 0.434
Cr -0.150 0.456 0.187 0.186
Cl 1.209 1.723 1.612 -0.471
C 0.216 2.155 -0.990 -0.909
C -1.029 1.501 -1.360 -0.656
C -0.685 0.222 -1.921 -0.596
H -2.016 1.923 -1.274 0.610
C 0.744 0.165 -2.051 -0.178
C 1.289 1.320 -1.449 0.010
H 2.331 1.605 -1.450 0.406
H 0.277 3.119 -0.512 0.434
H -1.400 -0.453 -2.375 0.499
H 1.292 -0.548 -2.654 0.438
Cl -2.104 1.307 1.175 -0.421



(3)
32
Properties=species:S:1:pos:R:3:mulliken_charge:R:1 method="wB97M-V/def2-TZVPD" spin_multiplicity=6 de_lowest_ev=0.000 e_tot_ev=-311473.608 total_charge=-1 orbital_gap_ha="0.2361 / 0.2349"
Ru -0.846 0.357 1.512 0.544
Se -5.597 0.848 -1.959 -0.528
Sb -5.515 0.786 0.532 0.211
Se -3.291 -0.549 0.446 -0.011
Se -2.718 -0.841 2.752 -0.471
Se -5.069 3.213 0.066 -0.556
Cl 4.759 -4.507 1.448 -0.254
C 3.708 -3.112 1.479 0.181
C 4.021 -2.035 2.324 -0.470
C 3.217 -0.931 2.369 -0.602
C 2.035 -0.830 1.577 0.419
O 1.308 0.224 1.651 -0.707
C 1.750 -1.933 0.719 0.627
C 0.633 -1.922 -0.184 0.010
O -0.202 -1.030 -0.318 -0.346
C 2.597 -3.059 0.691 -0.852
H 4.908 -2.092 2.942 0.387
H 3.448 -0.098 3.021 0.410
H 0.548 -2.812 -0.833 0.278
H 2.355 -3.884 0.031 0.360
S -1.009 2.855 1.188 -0.387
C -1.003 2.490 -0.492 0.249
N -2.064 2.373 -1.262 0.418
C -1.721 1.971 -2.618 -0.528
C -0.261 1.523 -2.443 -0.238
N 0.124 2.226 -1.211 -0.307
H -3.006 2.594 -0.928 -0.129
H -1.806 2.824 -3.297 0.295
H -2.387 1.180 -2.957 0.294
H 0.368 1.819 -3.281 0.357
H -0.199 0.444 -2.296 0.033
H 0.914 1.907 -0.668 0.309



(4)
25
Properties=species:S:1:pos:R:3:mulliken_charge:R:1 method="wB97M-V/def2-TZVPD" de_lowest_ev=0.631 e_tot_ev=-38908.497 total_charge=+1 orbital_gap_ha="0.2713 / 0.2715"
C -1.145 -1.450 -1.349 -0.313
C -1.298 -1.279 -2.725 -0.782
C -0.951 1.090 -2.435 -1.049
C -0.865 -0.390 -0.502 0.397
C -0.878 0.889 -1.037 0.892
C -1.136 0.006 -3.273 0.339
C 1.574 -0.255 1.501 0.610
C -0.433 2.097 -0.170 -0.746
C -0.135 1.799 1.297 -0.552
C -0.691 -0.646 0.982 -0.504
N 0.490 -1.030 1.559 -0.055
N 2.824 -0.841 1.710 -0.522
O -1.729 -1.277 1.629 -0.525
S 1.531 1.488 1.655 -0.127
Cl -1.269 0.211 -4.957 -0.161
H -1.204 -2.375 -0.778 0.442
H -1.638 -2.174 -3.290 0.368
H -0.841 1.951 -2.940 0.617
H 0.423 2.181 -0.831 0.410
H -1.084 2.984 -0.245 0.380
H -0.749 2.389 1.942 0.520
H 0.523 -1.712 2.260 0.333
H 3.125 -1.667 1.232 0.277
H 3.599 -0.176 1.673 0.264
H -2.525 -1.339 1.089 0.488



(5)
24
Properties=species:S:1:pos:R:3:mulliken_charge:R:1 method="wB97M-V/def2-TZVPD" de_lowest_ev=2.244 e_tot_ev=-28636.496 total_charge=0 orbital_gap_ha=0.3615
C -1.868 -2.605 1.209 -1.109
C -1.698 -1.489 0.244 0.751
O -1.628 -1.620 -0.924 -0.486
O -1.560 -0.368 0.906 -0.348
C -1.411 0.789 0.195 0.681
C -2.568 1.366 -0.449 0.093
N -3.637 1.638 -0.838 -0.492
C -0.318 1.584 0.234 -0.532
C 0.897 1.237 1.096 -0.607
C 2.300 1.501 0.412 -0.482
C 2.480 1.124 -0.827 -0.364
C 1.564 0.476 -1.673 -0.502
C 1.316 -0.826 -1.678 -0.163
Cl 2.098 -1.928 -0.581 -0.183
H -0.970 -2.745 1.918 0.239
H -2.062 -3.631 0.777 0.324
H -2.722 -2.376 1.871 0.315
H -0.300 2.543 -0.282 0.429
H 1.075 0.310 1.409 0.409
H 0.753 1.936 1.966 0.448
H 2.916 2.155 1.058 0.368
H 3.465 1.306 -1.190 0.408
H 1.047 1.036 -2.381 0.418
H 0.830 -1.414 -2.470 0.385



(6)
23
Properties=species:S:1:pos:R:3:mulliken_charge:R:1 method="wB97M-V/def2-TZVPD" de_lowest_ev=0.000 smiles="S=[P@@](Cl)(C1=CCC=C1)C1=CC=CC1" e_tot_ev=-43176.777 total_charge=0 orbital_gap_ha=0.3116
S -1.311 -2.314 -1.951 -0.413
P -1.054 -0.597 -0.700 0.781
Cl -2.708 0.542 -0.867 -0.232
C -0.828 -0.765 1.157 0.219
C -0.428 0.201 1.978 -0.442
C -0.458 -0.323 3.378 -0.253
C -0.638 -1.798 3.207 -0.821
C -0.961 -2.013 1.922 -0.508
C 0.269 0.459 -1.380 -0.113
C 0.679 1.711 -1.163 0.001
C 1.612 2.158 -2.166 -0.618
C 1.743 1.150 -3.048 -0.617
C 0.823 0.064 -2.723 -0.612
H -0.071 1.221 1.709 0.203
H -1.599 0.033 3.584 0.195
H 0.310 0.116 4.082 0.391
H -0.453 -2.439 3.978 0.547
H -1.278 -2.950 1.440 0.367
H 0.592 2.254 -0.249 0.346
H 2.142 3.078 -2.176 0.475
H 2.414 1.191 -3.913 0.377
H 0.055 0.055 -3.441 0.342
H 1.147 -1.034 -2.660 0.384



(7)
28
Properties=species:S:1:pos:R:3:mulliken_charge:R:1 method="wB97M-V/def2-TZVPD" spin_multiplicity=5 de_lowest_ev=0.000 e_tot_ev=-60936.336 total_charge=+2 orbital_gap_ha="0.2800 / 0.1890"
Cr 0.807 -0.316 -0.199 0.175
O 0.758 2.581 -1.242 -0.184
C 0.785 1.454 -0.888 0.229
C 0.743 -1.999 -1.092 0.328
O 0.713 -3.121 -1.394 -0.094
C 2.462 -0.310 -1.155 0.427
O 3.493 -0.361 -1.749 -0.144
C -0.965 -0.290 -0.869 0.243
O -2.063 -0.313 -1.256 -0.134
C 0.688 0.369 -4.325 -0.597
H -0.203 0.882 -4.007 0.319
H 1.569 0.885 -3.984 0.323
C 0.694 -0.962 -4.342 -0.654
H 1.584 -1.490 -4.048 0.357
H -0.199 -1.505 -4.091 0.349
C -0.704 -1.373 3.269 -0.915
N -0.906 0.001 2.842 0.112
C -1.767 0.988 3.314 -0.099
C -1.590 2.083 2.471 -0.465
N -0.625 1.734 1.563 0.223
C -0.126 0.462 1.826 0.506
S 1.470 -0.506 1.809 -0.395
H -0.933 -2.051 2.432 0.307
H 0.373 -1.516 3.479 0.429
H -1.310 -1.589 4.137 0.347
H -2.374 0.843 4.214 0.461
H -2.023 3.069 2.503 0.479
H -0.350 2.350 0.783 0.066



(8)
41
Properties=species:S:1:pos:R:3:mulliken_charge:R:1 method="wB97M-V/def2-TZVPD" de_lowest_ev=0.000 e_tot_ev=-92529.290 total_charge=0 orbital_gap_ha=0.3838
Mg -0.145 -1.048 0.081 2.484
N 0.152 -1.063 2.437 -0.523
S 1.535 -2.021 2.500 1.087
O 1.017 -3.116 3.222 -0.520
O 2.849 -1.515 2.698 -0.525
F 1.578 -2.226 0.817 -0.356
S 0.010 0.292 3.356 0.967
O 0.027 1.493 2.528 -0.585
O 0.657 0.222 4.620 -0.591
F -1.466 0.048 3.700 -0.201
N -0.314 -1.923 -2.400 -0.367
S -1.064 -0.857 -3.377 1.042
O -2.289 -0.434 -2.725 -0.534
O -0.851 -1.120 -4.758 -0.587
F -0.130 0.340 -3.186 -0.207
S -0.872 -3.267 -1.735 1.221
O 0.318 -4.024 -1.568 -0.524
O -2.155 -3.775 -2.088 -0.541
F -1.195 -2.731 -0.098 -0.412
N 1.595 0.423 -0.584 -0.032
C 2.056 1.479 0.105 -0.227
C 3.327 2.076 -0.137 -0.795
C 4.170 1.452 -1.014 -0.263
C 3.720 0.387 -1.733 -0.871
C 2.434 -0.157 -1.480 -0.142
H 1.422 1.941 0.863 0.411
H 3.540 3.020 0.333 0.411
H 5.071 1.988 -1.330 0.360
H 4.310 -0.131 -2.451 0.415
H 2.123 -0.976 -2.093 0.440
N -1.741 0.345 0.237 0.288
C -2.673 0.043 1.182 -0.238
C -3.642 1.021 1.471 -1.112
C -3.633 2.166 0.736 -0.129
C -2.786 2.407 -0.314 -1.043
C -1.833 1.444 -0.540 -0.107
H -2.567 -0.882 1.732 0.545
H -4.405 0.868 2.149 0.549
H -4.349 2.920 0.983 0.402
H -2.776 3.318 -0.899 0.409
H -1.028 1.570 -1.241 0.402